{"formula": "C22H54Cl2HoP2Si", "method": "the ωB97M-V functional and the def2-TZVPD basis", "symbols": ["Ho", "Cl", "P", "C", "C", "C", "C", "H", "C", "H", "H", "H", "H", "H", "H", "H", "C", "C", "H", "H", "H", "H", "H", "H", "C", "H", "C", "H", "H", "H", "H", "H", "H", "Cl", "H", "P", "C", "C", "C", "C", "H", "C", "H", "H", "H", "H", "H", "H", "H", "C", "C", "H", "H", "H", "H", "H", "H", "C", "H", "C", "H", "H", "H", "H", "H", "H", "C", "Si", "C", "C", "C", "H", "H", "H", "H", "H", "H", "H", "H", "H", "H", "H"], "xyz": [[-1.42, -0.64, 0.02], [0.07, -0.01, -1.91], [-0.22, -3.11, -0.11], [0.97, -3.94, -1.30], [-0.38, -4.24, 1.33], [-1.89, -3.09, -1.04], [2.31, -3.20, -1.24], [0.52, -3.76, -2.29], [1.17, -5.46, -1.17], [1.62, -5.75, -0.20], [1.88, -5.78, -1.95], [0.25, -6.03, -1.32], [2.20, -2.18, -1.63], [3.07, -3.71, -1.86], [2.69, -3.13, -0.21], [-1.59, -2.53, -1.96], [-3.14, -2.36, -0.42], [-2.31, -4.51, -1.44], [-1.62, -4.96, -2.17], [-3.29, -4.44, -1.92], [-2.40, -5.17, -0.57], [-3.06, -1.88, 0.60], [-3.93, -3.10, -0.26], [-3.54, -1.62, -1.14], [0.92, -4.16, 2.17], [-0.48, -5.25, 0.89], [-1.61, -3.92, 2.18], [1.72, -4.78, 1.75], [0.71, -4.53, 3.18], [1.28, -3.11, 2.24], [-1.61, -2.87, 2.51], [-1.58, -4.55, 3.07], [-2.54, -4.14, 1.66], [-1.50, 0.06, 2.44], [-2.58, 0.88, -0.41], [0.62, 3.54, -0.53], [-0.33, 4.21, -1.91], [0.11, 4.13, 1.10], [2.36, 3.37, -0.92], [-1.61, 3.39, -2.21], [0.35, 4.12, -2.77], [-0.64, 5.69, -1.68], [-1.29, 5.85, -0.82], [-1.14, 6.08, -2.57], [0.27, 6.27, -1.53], [-1.37, 2.33, -2.35], [-2.09, 3.77, -3.12], [-2.33, 3.45, -1.39], [2.38, 2.94, -1.94], [3.15, 2.42, 0.01], [2.91, 4.79, -0.97], [2.53, 5.35, -1.83], [4.01, 4.74, -1.05], [2.66, 5.36, -0.07], [2.56, 1.56, 0.34], [3.52, 2.96, 0.88], [4.00, 2.04, -0.55], [-1.38, 3.86, 1.40], [0.28, 5.22, 0.93], [0.98, 3.63, 2.26], [-2.06, 4.32, 0.65], [-1.62, 4.27, 2.39], [-1.59, 2.78, 1.43], [0.90, 2.54, 2.38], [0.61, 4.08, 3.19], [2.03, 3.89, 2.13], [4.35, -1.98, 3.42], [3.03, -0.64, 3.33], [1.86, -0.87, 4.80], [4.00, 0.97, 3.61], [2.06, -0.70, 1.76], [4.85, -1.95, 4.41], [5.14, -1.83, 2.66], [3.94, -2.99, 3.29], [2.41, -0.77, 5.75], [1.05, -0.13, 4.81], [1.39, -1.87, 4.80], [4.76, 1.12, 2.83], [3.36, 1.86, 3.64], [4.53, 0.92, 4.57], [2.43, -0.91, 0.75], [1.05, -0.28, 1.73]], "multiplicity": 5, "e_homo_ev": [-1.8931, -1.8943], "charge": -1, "s2": 6.004, "molar_mass_g_mol": 644.54, "gap_ev": [3.95, 3.95], "de_lowest_kj_mol": 219.4}